# 1
C21H33FeN4PS as an isolated structure, computed with the ωB97M-V functional and the def2-TZVPD basis.

Results
HOMO energy (alpha / beta)	-0.3663 / -0.3675	hartree
largest force on an atom	0.3	eV Å⁻¹
orbital gap (alpha / beta)	6.68 / 6.59	eV
expectation value of S²	0.7894
LUMO (alpha / beta)	-0.12101 / -0.12534	Ha
2S+1	2
net charge	+1
relative energy (zero: lowest compared OMol25 entry of this formula, charge and spin)	7.7	kcal/mol

Atoms and positions in Å:
C: 2.2542 -2.6071 -0.0205
C: 2.5275 -0.7175 2.4150
C: -3.8952 0.8120 -2.1079
H: 4.3366 0.1315 -2.2284
C: -0.1765 0.3239 -2.3688
H: -1.8222 -2.6923 -0.9332
C: -4.0026 0.7946 -0.7237
C: 1.9347 2.5079 1.6101
C: -0.8954 2.8778 1.8460
H: -0.2049 -3.1820 -1.4324
H: 2.0342 3.5936 1.6418
H: 2.3952 -0.0119 3.2323
H: 0.0061 -0.0245 -4.4697
H: 3.0760 -1.8998 -0.1147
C: -1.0024 -1.6785 1.5919
N: 3.8721 -0.6491 -2.6605
S: 1.7196 -1.9398 -3.4739
H: 1.1892 2.6973 -1.3376
H: -4.7675 0.9805 -2.7247
C: 0.3804 3.0449 -0.6937
C: -2.6546 0.6271 -2.6885
H: -2.5423 -2.8755 2.3929
N: -1.6728 0.3278 -0.5314
H: 3.0598 -1.5842 2.8125
H: -1.4215 0.1190 3.6937
C: -0.0872 -0.9583 2.3895
H: 0.5365 4.0964 -0.4498
H: -0.6336 3.9282 1.9803
H: 2.7570 2.0889 1.0301
H: -0.5673 2.9444 -1.2235
H: -3.0430 -1.9816 0.9693
P: 0.3638 2.0543 0.8264
H: -0.2600 -0.9171 4.5124
H: -2.8797 -1.1598 2.5333
H: 3.1681 -0.2657 1.6575
H: 4.3324 -1.1589 -3.3922
C: -0.8795 -3.1142 -0.5794
N: 2.0098 0.0327 -1.6042
Fe: 0.0268 -0.2018 0.3761
H: -2.5287 0.6518 -3.7610
C: -1.5512 0.4054 -1.8733
H: 1.9864 2.1185 2.6251
C: -0.2847 -2.2747 0.5044
C: -0.3935 -0.2410 3.6650
H: 2.6110 -3.4674 0.5530
C: -2.4476 -1.9158 1.8790
H: -1.0879 -4.1224 -0.2147
N: 0.6744 0.0281 -1.4399
H: 1.2085 1.0535 -3.7969
C: 2.5230 -0.7601 -2.5625
H: -1.8652 2.8231 1.3513
C: 0.1579 0.7758 -3.7441
H: -2.9069 0.5192 1.1025
C: -2.8692 0.5464 0.0231
H: 1.9843 -2.9426 -1.0189
H: -0.4604 1.6357 -4.0105
C: 1.1026 -2.0123 0.7097
H: -0.9711 2.4056 2.8240
H: -4.9472 0.9616 -0.2267
H: 0.2710 0.6082 3.8237
C: 1.2227 -1.1597 1.8350

=====

# 2
C21H33IIrN2 as an isolated structure, computed with the ωB97M-V functional and the def2-TZVPD basis.

Results
HOMO energy (alpha / beta)	-0.5419 / -0.5787	hartree
largest force on an atom	3.5	eV Å⁻¹
orbital gap (alpha / beta)	7.60 / 4.93	eV
expectation value of S²	8.7622
LUMO (alpha / beta)	-0.26245 / -0.39749	Ha
2S+1	6
net charge	+2
relative energy (zero: lowest compared OMol25 entry of this formula, charge and spin)	2.4	kcal/mol

Atoms and positions in Å:
H: -0.2999 -0.5693 2.3776
H: 0.1978 5.1607 1.5440
Ir: 0.5304 -0.4552 -2.5696
H: 0.1353 -2.1114 -6.2760
C: -3.1013 4.3625 0.8676
C: -0.4199 -2.4558 4.1061
H: -0.8095 1.4281 1.8961
C: 1.7421 -3.5784 3.5859
H: 1.6920 -4.1360 4.5313
C: -0.8354 5.3432 1.2226
C: 0.9480 -3.2000 0.5920
H: 0.1625 -0.6375 -5.3060
H: -0.3075 2.3347 -2.9274
H: 2.7474 -0.5633 -5.9764
H: 2.5392 -2.2516 -6.4127
C: 0.6762 -1.1775 -6.1158
C: -0.4211 -4.6066 2.8527
H: -1.2729 6.0992 1.8869
I: -1.6081 -1.4560 -3.4593
H: 2.2802 -2.6376 3.7659
C: -1.6752 3.5593 2.7480
H: -3.5284 5.1324 1.5222
H: 0.1175 -1.5260 4.3276
H: -0.4953 -5.1373 3.8095
N: 0.6032 -1.2820 -0.7759
H: 2.3139 -4.1723 2.8631
C: -0.7141 1.7192 0.8535
C: 0.3277 -3.2834 3.0599
H: -0.6566 3.3250 3.0768
C: -0.4224 2.2169 -1.8521
C: 1.0412 -2.5622 -0.6345
H: 1.3038 -4.2284 0.6531
H: 2.2653 -1.7564 -4.7588
C: 2.1352 -1.4479 -5.7921
C: -0.2191 0.7417 -0.0256
H: 2.3494 0.5025 -4.1278
H: 0.5780 -0.5678 -7.0206
H: -0.8183 5.7491 0.2051
H: -3.1311 4.7247 -0.1662
H: -3.7233 3.4615 0.9410
H: -0.5001 -3.0367 5.0329
C: -0.8853 3.2085 -1.0013
H: -1.4355 -4.4125 2.4811
H: -1.4324 -2.2131 3.7595
C: -1.6622 4.0520 1.3017
H: 1.4445 -2.9996 -1.5464
H: -2.3001 2.6643 2.8398
C: 2.3685 0.0110 -3.1394
H: 0.0943 -5.2522 2.1345
H: -1.1095 4.1948 -1.4128
N: -0.0735 0.9963 -1.3593
C: -1.0661 2.9727 0.3756
H: 2.9530 -0.9251 -3.1772
H: 2.8144 0.6785 -2.3870
H: -2.0835 4.3363 3.4001
C: 0.1470 -0.5934 0.3088
C: 0.0654 -1.2053 1.5731
C: 0.4340 -2.5375 1.7246